ORCA calculation (the ωB97M-V functional and the def2-TZVPD basis) on a structure of composition C23H45BrGeNO6PRbS2 in a non-equilibrium geometry.

Each line ends with the Löwdin spin population.
CARTESIAN COORDINATES (ANGSTROEM)
Rb (-0.501, -0.053, -1.148)  0.000
C (-3.250, 1.914, 2.517)  0.000
C (-1.932, 1.475, 1.875)  0.000
C (-1.574, 0.070, 2.379)  0.002
C (-0.831, 2.459, 2.255)  0.000
O (-2.016, 1.480, 0.460)  0.000
Ge (-3.490, 0.941, -0.619)  0.000
O (-2.509, 1.313, -2.213)  0.000
C (-2.400, 2.589, -2.826)  0.000
C (-2.276, 2.356, -4.327)  0.000
C (-3.629, 3.461, -2.550)  0.000
C (-1.152, 3.316, -2.306)  0.000
O (-3.006, -0.907, -0.602)  0.000
C (-3.853, -1.989, -0.936)  0.000
C (-3.356, -3.202, -0.159)  0.000
C (-5.310, -1.711, -0.558)  0.000
C (-3.758, -2.261, -2.442)  0.000
H (-3.143, 1.997, 3.602)  0.000
H (-4.045, 1.194, 2.302)  0.000
H (-3.556, 2.884, 2.117)  0.000
H (-1.565, 0.041, 3.474)  0.000
H (-0.585, -0.222, 2.013)  0.003
H (-2.309, -0.645, 2.004)  0.000
H (-0.653, 2.454, 3.337)  0.000
H (-1.114, 3.470, 1.950)  0.000
H (0.100, 2.192, 1.745)  0.000
H (-3.156, 1.817, -4.689)  0.000
H (-1.392, 1.749, -4.541)  0.000
H (-2.194, 3.304, -4.867)  0.000
H (-4.540, 2.938, -2.850)  0.000
H (-3.562, 4.402, -3.105)  0.000
H (-3.709, 3.697, -1.485)  0.000
H (-0.241, 2.774, -2.583)  0.000
H (-1.206, 3.379, -1.215)  0.000
H (-1.084, 4.326, -2.717)  0.000
H (-3.525, -3.060, 0.912)  0.000
H (-2.283, -3.330, -0.326)  0.000
H (-3.871, -4.114, -0.479)  0.000
H (-5.372, -1.399, 0.487)  0.000
H (-5.915, -2.612, -0.693)  0.000
H (-5.730, -0.915, -1.174)  0.000
H (-2.799, -2.733, -2.686)  0.000
H (-3.825, -1.315, -2.985)  0.000
H (-4.559, -2.923, -2.783)  0.000
O (3.865, -1.635, -7.060)  0.000
C (3.282, -1.168, -5.934)  0.000
C (3.921, -0.315, -5.041)  0.000
C (3.223, 0.102, -3.926)  0.000
N (1.969, -0.272, -3.651)  0.000
C (1.402, -1.092, -4.515)  0.000
Br (-0.356, -1.654, -4.079)  0.000
C (1.982, -1.571, -5.673)  0.000
H (4.766, -1.302, -7.128)  0.000
H (4.939, 0.016, -5.213)  0.000
H (3.685, 0.777, -3.213)  0.000
H (1.457, -2.230, -6.349)  0.000
C (2.545, 2.080, 4.111)  -0.002
C (2.847, 0.688, 4.630)  0.000
C (1.602, -0.141, 4.872)  0.002
O (3.761, -0.072, 3.767)  0.006
P (3.894, -0.091, 2.200)  0.002
S (4.774, 1.507, 1.450)  0.579
S (2.202, -0.177, 1.223)  0.390
O (4.858, -1.312, 1.972)  0.004
C (4.810, -2.647, 2.563)  0.000
C (5.524, -2.649, 3.900)  0.000
C (3.404, -3.206, 2.642)  0.005
H (1.934, 2.603, 4.849)  0.000
H (1.987, 2.038, 3.173)  -0.001
H (3.460, 2.648, 3.948)  0.000
H (3.410, 0.771, 5.557)  0.000
H (1.069, -0.311, 3.933)  0.003
H (0.936, 0.387, 5.557)  0.000
H (1.859, -1.105, 5.313)  0.000
H (5.387, -3.236, 1.855)  0.000
H (4.919, -2.164, 4.667)  0.000
H (6.476, -2.123, 3.824)  0.000
H (5.718, -3.680, 4.202)  0.000
H (2.786, -2.621, 3.328)  0.002
H (3.456, -4.230, 3.018)  0.000
H (2.924, -3.216, 1.664)  0.003

Properties
* 2S+1: 2
* orbital gap (alpha / beta): 6.8 / 3.9 eV
* maximum force: 1.04 eV/Å
* HOMO (alpha / beta): -6.70 / -6.70 eV

***

ORCA calculation (the ωB97M-V functional and the def2-TZVPD basis) on a structure of composition C23H45Cl3GaN2O6PSi in a non-equilibrium geometry.

Each line ends with the Mulliken charge.
CARTESIAN COORDINATES (ANGSTROEM)
C (1.581, -1.192, -4.028)  -1.583
C (1.127, 0.174, -3.623)  0.216
H (1.824, -1.262, -5.096)  0.465
H (0.785, -1.928, -3.818)  0.145
H (2.463, -1.493, -3.446)  0.262
C (0.440, 1.007, -4.430)  0.386
C (0.064, 0.621, -5.802)  -1.880
H (0.137, 1.983, -4.078)  0.538
H (-0.333, -0.406, -5.866)  0.339
H (0.956, 0.666, -6.442)  0.439
H (-0.695, 1.299, -6.203)  0.393
Ga (0.603, -1.152, 1.282)  0.734
Cl (2.851, -0.792, 1.464)  -0.375
Cl (-1.443, -2.244, 1.329)  -0.471
C (0.821, 1.917, 1.433)  -0.749
O (0.059, 0.964, 1.018)  0.630
N (0.348, 3.091, 1.849)  0.687
C (-1.078, 3.414, 1.732)  -0.667
C (1.264, 4.193, 2.171)  -1.005
H (1.911, 1.777, 1.444)  0.379
H (-1.679, 2.506, 1.863)  0.013
H (-1.300, 3.855, 0.751)  0.112
H (-1.342, 4.149, 2.494)  0.430
H (2.280, 3.806, 2.312)  0.360
H (0.946, 4.701, 3.088)  0.313
H (1.279, 4.934, 1.363)  0.305
H (-1.852, -1.096, -2.694)  0.187
H (-2.464, 1.185, -3.716)  0.196
C (-2.636, -0.951, -1.942)  -0.651
C (-3.269, 1.207, -2.966)  -0.903
N (-2.851, 0.476, -1.775)  0.376
H (-2.322, -1.395, -0.997)  -0.099
C (-3.001, 1.041, -0.530)  0.114
O (-2.909, 0.455, 0.540)  -0.582
H (-3.480, 2.249, -2.694)  0.285
H (-3.243, 2.134, -0.605)  0.189
H (-3.556, -1.426, -2.306)  0.378
H (-4.169, 0.755, -3.410)  0.328
O (0.245, -0.300, -1.588)  -0.429
C (1.199, 0.470, -2.116)  -0.071
C (-0.217, 2.540, -1.778)  1.480
C (1.053, 1.964, -1.743)  -0.543
H (-1.073, 1.901, -2.024)  0.102
C (-0.360, 3.921, -1.622)  -1.127
H (2.225, 0.163, -1.814)  0.376
C (2.175, 2.741, -1.466)  -0.326
H (-1.356, 4.370, -1.704)  0.409
C (0.772, 4.715, -1.421)  -0.729
C (2.037, 4.124, -1.334)  -0.765
H (3.151, 2.242, -1.445)  0.420
H (0.669, 5.801, -1.373)  0.376
H (2.932, 4.734, -1.193)  0.379
Si (0.693, -4.481, 0.054)  0.480
Cl (1.279, -2.334, -0.558)  0.188
C (-1.124, -4.894, 0.154)  -1.110
C (1.554, -4.434, 1.708)  -0.776
C (1.484, -5.636, -1.195)  -1.137
H (-1.759, -4.233, -0.456)  0.334
H (-1.481, -4.888, 1.198)  0.334
H (-1.218, -5.924, -0.229)  0.399
H (0.772, -5.824, -2.010)  0.315
H (1.730, -6.606, -0.738)  0.350
H (2.402, -5.207, -1.610)  0.305
H (1.748, -3.415, 2.079)  0.076
H (2.531, -4.931, 1.602)  0.375
H (0.937, -4.976, 2.435)  0.281
C (0.045, -3.035, 4.747)  -0.694
O (0.834, -1.895, 4.350)  -0.254
P (0.144, -0.695, 3.538)  -0.099
O (0.792, 0.662, 4.119)  -0.162
C (1.995, 0.670, 4.899)  -0.757
O (-1.361, -0.694, 4.106)  -0.278
C (-2.327, 0.325, 3.777)  -0.214
H (0.761, -3.846, 4.889)  0.238
H (-0.688, -3.326, 3.984)  0.309
H (-0.460, -2.809, 5.692)  0.291
H (1.841, 0.158, 5.858)  0.295
H (2.822, 0.215, 4.340)  0.330
H (2.221, 1.722, 5.095)  0.242
H (-3.229, 0.107, 4.359)  0.316
H (-1.947, 1.316, 4.066)  0.257
H (-2.562, 0.298, 2.702)  -0.016

Properties
* orbital gap: 6.6 eV
* maximum force: 3.18 eV/Å
* HOMO: -6.19 eV

***

ORCA calculation (the ωB97M-V functional and the def2-TZVPD basis) on a structure of composition C23H45Cl3HgN2O6PSi in a non-equilibrium geometry.

Each line ends with the Mulliken charge.
CARTESIAN COORDINATES (ANGSTROEM)
C (1.485, -0.635, -3.164)  -1.280
C (1.049, 0.776, -3.164)  0.302
H (1.198, -1.149, -4.092)  0.390
H (1.062, -1.179, -2.293)  0.024
H (2.589, -0.686, -3.063)  0.273
C (0.580, 1.488, -4.172)  0.268
C (0.409, 1.008, -5.581)  -1.549
H (0.306, 2.548, -4.028)  0.294
H (0.645, -0.063, -5.710)  0.354
H (1.053, 1.582, -6.275)  0.304
H (-0.628, 1.173, -5.929)  0.274
Hg (0.115, 0.035, 0.907)  2.280
Cl (2.447, 0.504, 1.247)  -0.667
Cl (0.313, -2.203, 0.074)  -0.683
C (0.437, 3.028, 1.495)  -0.005
O (-0.467, 2.218, 1.547)  -0.792
N (0.166, 4.285, 1.909)  0.498
C (-1.191, 4.633, 2.337)  -0.941
C (1.167, 5.315, 1.840)  -1.043
H (1.493, 2.851, 1.158)  0.180
H (-1.804, 3.730, 2.388)  0.204
H (-1.618, 5.355, 1.621)  0.263
H (-1.122, 5.117, 3.324)  0.341
H (2.105, 4.883, 1.452)  0.288
H (1.334, 5.729, 2.847)  0.342
H (0.829, 6.116, 1.163)  0.344
H (-1.453, -0.827, -2.878)  0.062
H (-2.385, 1.465, -3.414)  0.125
C (-2.258, -0.989, -2.134)  -0.544
C (-3.217, 1.220, -2.725)  -0.756
N (-2.751, 0.313, -1.697)  0.282
H (-1.863, -1.538, -1.274)  0.054
C (-2.619, 0.736, -0.424)  0.041
O (-2.198, 0.045, 0.476)  -0.665
H (-3.585, 2.152, -2.254)  0.285
H (-2.942, 1.799, -0.254)  0.216
H (-3.088, -1.534, -2.614)  0.362
H (-4.034, 0.751, -3.297)  0.320
O (0.013, 0.993, -1.232)  -0.790
C (1.147, 1.422, -1.783)  -0.387
C (-0.094, 3.635, -1.597)  0.355
C (1.111, 2.948, -1.733)  -0.181
H (-1.016, 3.060, -1.454)  -0.001
C (-0.093, 5.029, -1.631)  -0.584
H (2.075, 1.081, -1.301)  0.691
C (2.314, 3.631, -1.882)  -0.124
H (-1.041, 5.561, -1.535)  0.379
C (1.105, 5.729, -1.793)  -0.587
C (2.310, 5.021, -1.911)  -0.676
H (3.242, 3.062, -1.982)  0.416
H (1.102, 6.819, -1.821)  0.372
H (3.250, 5.560, -2.028)  0.337
Si (0.434, -7.267, -0.196)  0.500
Cl (0.679, -7.275, -2.233)  -0.340
C (-1.384, -6.985, 0.161)  -0.858
C (1.484, -5.889, 0.502)  -0.584
C (0.991, -8.939, 0.457)  -0.923
H (-1.718, -6.019, -0.262)  0.254
H (-1.580, -6.970, 1.250)  0.297
H (-2.002, -7.787, -0.287)  0.263
H (0.392, -9.756, 0.012)  0.254
H (0.883, -8.994, 1.556)  0.315
H (2.053, -9.122, 0.208)  0.245
H (1.175, -4.909, 0.089)  0.026
H (2.552, -6.046, 0.255)  0.296
H (1.394, -5.837, 1.605)  0.241
C (-1.666, 0.483, 5.008)  -0.708
O (-0.793, -0.635, 4.719)  -0.505
P (-0.243, -0.659, 3.213)  0.396
O (1.284, -0.737, 3.585)  -0.328
C (1.784, 0.467, 4.377)  -0.530
O (-1.117, -1.851, 2.682)  -0.118
C (-0.528, -3.121, 3.124)  -0.868
H (-2.507, 0.450, 4.330)  0.351
H (-1.086, 1.389, 4.885)  0.261
H (-1.981, 0.365, 6.030)  0.243
H (1.459, 1.379, 3.880)  0.129
H (1.386, 0.392, 5.380)  0.287
H (2.863, 0.443, 4.382)  0.246
H (0.489, -3.113, 2.751)  0.380
H (-0.581, -3.151, 4.205)  0.357
H (-1.096, -3.907, 2.666)  0.158

Properties
* net charge: -1
* orbital gap: 6.5 eV
* maximum force: 4.08 eV/Å
* HOMO: -3.97 eV

***

ORCA calculation (the ωB97M-V functional and the def2-TZVPD basis) on a structure of composition C23H45EuN2OP2 in a non-equilibrium geometry.

Each line ends with the Löwdin spin population.
CARTESIAN COORDINATES (ANGSTROEM)
Eu (-1.145, 0.010, -0.508)  6.459
P (-0.177, -2.612, -1.134)  -0.013
P (-0.185, 2.696, -0.803)  -0.013
N (1.733, 0.106, -1.955)  -0.004
C (1.476, -2.385, -1.984)  0.000
H (2.061, -3.299, -1.766)  0.000
H (1.220, -2.420, -3.047)  0.000
C (2.415, -1.190, -1.758)  0.000
H (2.935, -1.213, -0.763)  0.000
H (3.201, -1.291, -2.518)  0.000
C (2.412, 1.369, -1.595)  0.000
H (3.200, 1.566, -2.335)  0.000
H (2.928, 1.270, -0.606)  0.000
C (1.468, 2.579, -1.676)  0.000
H (1.212, 2.743, -2.725)  0.000
H (2.051, 3.463, -1.349)  0.000
C (0.114, 3.666, 0.758)  -0.002
C (-0.992, 3.524, 1.799)  0.000
H (-0.666, 4.053, 2.705)  0.000
H (-1.199, 2.477, 2.095)  0.000
H (-1.935, 3.985, 1.471)  0.000
C (-1.295, 3.731, -1.906)  -0.001
C (-2.699, 3.988, -1.322)  -0.001
H (-3.307, 4.464, -2.086)  0.000
H (-2.663, 4.669, -0.462)  0.000
H (-3.202, 3.056, -1.022)  -0.002
C (-1.289, -3.498, -2.359)  -0.001
C (-2.694, -3.822, -1.813)  -0.001
H (-3.301, -4.199, -2.630)  0.000
H (-3.195, -2.933, -1.400)  -0.002
H (-2.659, -4.604, -1.044)  0.000
C (0.119, -3.774, 0.291)  -0.002
C (-0.984, -3.747, 1.347)  0.000
H (-0.666, -4.403, 2.173)  0.000
H (-1.935, -4.138, 0.966)  0.000
H (-1.163, -2.747, 1.782)  0.000
C (-4.032, -0.033, 0.458)  -0.109
C (-0.647, 5.018, -2.400)  -0.001
H (-0.595, 5.776, -1.595)  0.000
H (0.359, 4.863, -2.799)  0.000
H (-1.271, 5.449, -3.191)  0.000
C (-0.644, -4.714, -3.011)  -0.001
H (-1.272, -5.043, -3.847)  0.000
H (0.361, -4.511, -3.392)  0.000
H (-0.591, -5.565, -2.306)  0.000
C (0.466, -5.190, -0.104)  -0.001
H (0.916, -5.699, 0.773)  0.000
H (-0.439, -5.781, -0.366)  0.000
H (1.199, -5.271, -0.925)  0.000
C (0.475, 5.118, 0.541)  -0.001
H (-0.424, 5.745, 0.353)  0.000
H (0.928, 5.510, 1.474)  0.000
H (1.209, 5.293, -0.263)  0.000
H (1.025, 3.136, 1.157)  0.000
H (1.039, -3.305, 0.749)  0.000
H (-1.432, 3.059, -2.779)  0.000
H (-1.424, -2.719, -3.142)  0.000
O (-5.125, -0.050, 0.833)  -0.025
H (1.680, 0.169, -2.956)  0.000
H (-2.997, 0.039, -1.192)  -0.266
C (2.258, -0.222, 5.785)  0.000
C (1.628, -0.188, 4.409)  0.000
C (2.430, -0.140, 3.258)  0.000
C (1.826, -0.107, 2.000)  0.000
N (0.477, -0.120, 1.831)  -0.012
C (-0.277, -0.165, 2.936)  -0.001
C (0.253, -0.199, 4.239)  -0.001
H (2.920, -1.097, 5.892)  0.000
H (2.891, 0.667, 5.946)  0.000
H (1.511, -0.258, 6.552)  0.000
H (3.521, -0.126, 3.326)  0.000
H (2.411, -0.070, 1.083)  0.000
H (-1.375, -0.176, 2.766)  0.000
H (-0.436, -0.233, 5.085)  0.000

Properties
* 2S+1: 7
* net charge: +2
* orbital gap (alpha / beta): 6.8 / 8.9 eV
* maximum force: 4.13 eV/Å
* HOMO (alpha / beta): -14.64 / -14.59 eV

***

ORCA calculation (the ωB97M-V functional and the def2-TZVPD basis) on a cluster of 9 separate species, C23H45F2N4O19S2 in total in a non-equilibrium geometry.

Each line ends with the Mulliken charge.
CARTESIAN COORDINATES (ANGSTROEM)
C (0.121, -0.327, -0.034)  -0.980
O (-0.800, 0.396, 0.742)  -0.397
H (-0.371, -0.806, -0.881)  -0.035
H (1.000, 0.126, -0.492)  0.383
H (0.549, -1.200, 0.459)  -0.029
C (2.811, -1.855, -1.813)  0.304
C (4.169, -2.558, -2.093)  0.300
O (4.307, -3.756, -2.229)  -0.742
N (5.219, -1.839, -1.937)  -0.025
C (6.620, -2.344, -2.002)  -0.981
H (2.991, -0.849, -1.434)  0.020
H (2.295, -2.438, -1.049)  0.102
H (2.275, -1.858, -2.762)  -0.205
H (5.132, -0.912, -1.547)  0.304
H (6.887, -2.691, -2.999)  0.288
H (6.793, -3.143, -1.281)  0.298
H (7.250, -1.487, -1.765)  0.348
C (1.153, 3.510, 1.384)  -0.573
C (-0.237, 4.136, 1.542)  0.779
O (-0.228, 5.369, 1.728)  -0.748
N (-1.302, 3.331, 1.610)  0.351
C (-2.643, 3.853, 1.799)  -1.176
H (1.628, 3.738, 0.429)  0.144
H (1.121, 2.424, 1.470)  -0.065
H (1.789, 3.876, 2.190)  0.366
H (-1.161, 2.369, 1.333)  -0.103
H (-2.786, 4.847, 1.375)  0.406
H (-2.910, 4.118, 2.822)  0.368
H (-3.447, 3.160, 1.551)  0.330
C (-4.834, -0.026, 0.479)  -0.432
C (-4.651, 0.116, 1.942)  0.723
O (-5.626, 0.157, 2.632)  -0.750
N (-3.394, 0.259, 2.276)  0.891
C (-2.929, 0.563, 3.587)  -0.829
H (-4.385, -1.005, 0.315)  -0.078
H (-4.451, 0.756, -0.177)  0.024
H (-5.881, -0.146, 0.199)  0.417
H (-2.736, 0.452, 1.535)  -0.445
H (-3.739, 0.904, 4.231)  0.498
H (-2.165, 1.339, 3.533)  0.147
H (-2.494, -0.359, 3.974)  0.029
C (2.813, 1.263, -3.284)  -0.930
C (4.052, 1.713, -2.542)  0.790
O (4.912, 0.991, -2.045)  -0.718
N (4.077, 3.074, -2.305)  -0.176
C (4.991, 3.753, -1.452)  -0.941
H (1.897, 1.525, -2.756)  0.065
H (2.896, 0.200, -3.511)  0.198
H (2.675, 1.878, -4.173)  0.531
H (3.482, 3.657, -2.877)  0.204
H (4.489, 4.403, -0.735)  0.307
H (5.698, 4.359, -2.017)  0.323
H (5.574, 3.053, -0.853)  0.310
C (-1.541, 2.666, -1.868)  0.310
C (-1.778, 1.675, -2.882)  1.341
O (-1.387, 2.240, -4.054)  -0.388
C (-0.890, 3.469, -3.856)  0.543
O (-0.344, 4.161, -4.731)  -0.651
O (-1.035, 3.752, -2.630)  -0.363
F (-3.084, 1.371, -2.768)  -0.312
H (-0.762, 2.314, -1.191)  -0.318
H (-2.490, 2.822, -1.355)  0.016
H (-1.186, 0.790, -2.650)  -0.196
C (-0.818, -2.764, -4.037)  -0.462
C (-0.887, -3.757, -2.875)  0.259
O (-2.102, -3.339, -2.258)  -0.324
C (-2.451, -2.061, -2.610)  0.707
O (-3.392, -1.411, -2.186)  -0.486
O (-1.599, -1.653, -3.593)  -0.346
F (0.130, -3.677, -2.032)  -0.174
H (-1.264, -3.168, -4.946)  0.323
H (0.225, -2.485, -4.187)  0.249
H (-1.022, -4.793, -3.184)  0.254
C (-2.662, -3.003, 0.734)  0.365
C (-1.472, -3.801, 0.943)  0.283
O (-1.353, -3.924, 2.335)  -0.384
S (-2.797, -3.811, 3.151)  1.070
O (-2.837, -2.796, 4.221)  -0.461
O (-3.278, -5.161, 3.455)  -0.625
O (-3.546, -3.270, 1.847)  -0.363
H (-3.134, -3.015, -0.248)  0.545
H (-2.516, -1.926, 0.816)  -0.682
H (-0.494, -3.376, 0.716)  -0.031
H (-1.560, -4.798, 0.511)  0.245
C (1.018, -0.022, 3.800)  0.200
C (0.273, -1.358, 3.574)  0.691
O (0.192, -1.915, 4.784)  -0.460
S (0.067, -0.725, 6.008)  0.998
O (0.624, -1.158, 7.261)  -0.576
O (-1.226, -0.032, 6.066)  -0.506
O (1.174, 0.132, 5.136)  -0.412
H (0.547, 0.895, 3.447)  -0.056
H (2.019, -0.034, 3.371)  0.252
H (0.828, -1.902, 2.810)  0.363
H (-0.684, -1.226, 3.070)  -0.627

Properties
* net charge: -1
* orbital gap: 7.3 eV
* maximum force: 5.02 eV/Å
* HOMO: -5.51 eV

***

no.,E_tot (eV)
1,-196533.826
2,-146959.067
3,-98758.747
4,-67499.514
5,-96548.173